C4H8ClN3 as an isolated structure in a non-equilibrium geometry. Source: the OMol25 dataset; level of theory: ωB97M-V/def2-TZVPD.

Each line ends with the Mulliken charge.
Positions of all 16 atoms, in Å:
C 0.03528 2.38077 -2.50260  -0.731
C 0.48993 0.52628 -0.81741  -0.213
C 0.31921 -0.35440 0.29189  0.076
C -0.96630 -0.49692 0.98757  0.372
H 1.24553 2.43614 -2.32102  0.247
H -0.49434 3.31309 -2.46899  0.306
H -0.15365 2.05540 -3.68384  0.209
H -1.33591 1.74284 -0.87143  0.356
H 1.49342 0.23380 -1.31056  0.299
H -0.87285 1.40726 2.02192  0.332
H -2.41341 0.44875 1.66734  0.301
H -2.08817 -1.83355 1.95882  0.206
N -0.40310 1.39436 -1.33964  -0.276
N -1.56482 0.74381 1.14181  -0.618
N -1.13802 -1.66086 1.56118  -0.646
Cl 1.59367 -1.49878 0.45339  -0.219

Forces on the atoms, in the same order (eV/Å):
2.625 -2.971 -0.569
0.578 -2.835 2.135
-0.188 2.397 -3.087
3.935 -2.719 1.599
-3.186 0.451 -0.814
0.061 0.490 0.738
0.445 0.017 3.287
2.963 -1.696 -0.736
-1.862 1.410 0.172
-2.695 -2.806 -3.663
0.268 1.175 -0.220
0.899 0.680 0.068
-1.641 3.462 -2.228
-0.401 2.221 4.207
-1.920 1.172 -1.268
0.117 -0.449 0.381

## Properties
LUMO, eV: 0.25
Strongest force on any atom, hartree/bohr: 0.10392
Energy relative to the best compared isomer or geometry (same formula, charge and spin), eV: 3.807
Frontier orbital gap, eV: 7.6878